Version P
Formula: NO4S
Source: the OMol25 dataset
Level of theory: ωB97M-V with the def2-TZVPD basis set

The geometry in XYZ format:
```
6
Properties=species:S:1:pos:R:3:nbo_charge:R:1
N 1.921 -0.213 0.844 0.14
O -1.837 -0.337 0.383 -0.80
O 2.288 -1.138 1.516 -0.31
O -0.954 -0.246 -1.961 -0.86
O -1.099 1.803 -0.536 -0.82
S -0.988 0.343 -0.613 1.64
```

Summary:
Lowest unoccupied orbital energy (spin up / spin down), eV: 0.96 / 4.21
HOMO-LUMO gap (spin up / spin down), eV: 3.0263 / 6.6946
Total charge: -1
HOMO energy (spin up / spin down), eV: -2.06 / -2.49

Version Q
Formula: NO4S
Source: the OMol25 dataset
Level of theory: ωB97M-V with the def2-TZVPD basis set

The geometry in XYZ format:
```
6
Properties=species:S:1:pos:R:3:nbo_charge:R:1
O 1.452 -0.707 -1.238 -0.97
S 1.054 -0.506 0.146 1.62
O 1.563 0.637 0.778 -0.98
N -0.969 0.070 0.128 0.28
O -1.801 -0.313 1.013 -0.50
O -1.298 0.818 -0.828 -0.47
```

Summary:
SMILES: O=S(=O)=[N+]([O-])[O-]
Lowest unoccupied orbital energy, eV: 4.02
HOMO-LUMO gap, eV: 8.4539
Total charge: -1
HOMO energy, eV: -4.43

Q: Which of them is the most stable? A: version Q.

Version P
Formula: C9H7NS
Source: the OMol25 dataset
Level of theory: ωB97M-V with the def2-TZVPD basis set

The geometry in XYZ format:
```
18
Properties=species:S:1:pos:R:3:nbo_charge:R:1
C -2.477 0.855 -0.411 -0.27
C -3.157 -0.290 0.007 0.02
N -2.546 -1.494 0.264 -0.40
C -1.151 -1.460 0.167 0.03
C -0.332 -0.312 -0.042 -0.08
C 1.183 -0.237 0.190 -0.09
C 1.893 1.054 0.282 -0.24
C 3.257 0.853 0.337 -0.37
S 3.649 -0.783 -0.252 0.42
C 2.018 -1.273 -0.189 -0.40
C -1.076 0.941 -0.272 -0.16
H -3.088 1.756 -0.589 0.22
H -4.304 -0.278 -0.051 0.20
H -0.583 -2.399 0.388 0.20
H 1.385 1.854 0.713 0.22
H 4.117 1.493 0.238 0.24
H 1.803 -2.315 -0.522 0.25
H -0.592 2.036 -0.257 0.23
```

Summary:
SMILES: c1cncc(-c2ccsc2)c1
Lowest unoccupied orbital energy, eV: 0.54
HOMO-LUMO gap, eV: 9.0699
Total charge: 0
HOMO energy, eV: -8.53

Version Q
Formula: C9H7NS
Source: the OMol25 dataset
Level of theory: ωB97M-V with the def2-TZVPD basis set

The geometry in XYZ format:
```
18
Properties=species:S:1:pos:R:3:nbo_charge:R:1
C -1.951 1.671 0.079 -0.16
C -1.588 1.789 -1.320 -0.25
C -1.175 1.193 1.049 -0.25
C -0.556 1.107 -1.827 -0.16
C 0.140 0.487 0.357 -0.10
C 0.276 1.357 1.297 -0.01
C 0.286 0.160 -0.994 0.12
C 2.263 -1.925 1.498 -0.34
C 1.458 -2.496 0.578 -0.39
N 0.920 -0.740 -1.736 -0.51
S 1.519 -2.199 -1.290 0.50
H -2.995 1.913 0.485 0.22
H -2.287 2.283 -1.943 0.22
H -1.678 0.754 1.937 0.23
H -0.367 1.346 -2.886 0.23
H 2.071 -2.187 2.588 0.21
H 2.903 -1.132 1.291 0.21
H 0.761 -3.381 0.837 0.22
```

Summary:
Lowest unoccupied orbital energy (spin up / spin down), eV: -1.06 / -1.06
HOMO-LUMO gap (spin up / spin down), eV: 7.1110 / 7.1097
Total charge: 0
HOMO energy (spin up / spin down), eV: -8.17 / -8.17

Q: Which of them is the most stable? A: version P.